(a)
The following is a quantum chemistry calculation of a 2-piece molecular cluster, C3H3ClS overall, from the Open Molecules 2025 dataset.

## Properties
SMILES: C=C=C=S.Cl
orbital gap: 6.98 eV

Geometry (Å):
C -1.11249 -0.66368 -1.24074
C -0.15348 -0.61294 -0.35177
C 0.76521 -0.60677 0.43098
S 1.94571 -0.69296 1.50823
Cl 0.69598 2.65563 1.14929
H -2.07913 -0.96122 -0.99842
H -0.74388 -0.65038 -2.19111
H 0.68207 1.53231 1.69353


(b)
The following is a quantum chemistry calculation of the molecule C3H3ClS, from the Open Molecules 2025 dataset.

## Properties
orbital gap: 7.88 eV

Geometry (Å):
C -0.41590 -0.80419 0.36109
C 0.68414 -0.25644 -0.05699
C 1.56883 0.55590 -0.50520
S -3.10925 0.66026 0.40007
Cl -2.03088 -0.73887 -0.60784
H -0.52405 -1.07779 1.48441
H 2.41951 0.14102 -1.07019
H 1.40760 1.52012 -0.00534


The structure with the most favorable energy is (a); the runner-up is 177.2 kJ/mol above it.


(a)
The following is a quantum chemistry calculation of the molecule C5H6S3, from the Open Molecules 2025 dataset.

## Properties
SMILES: S=CC(=S)SC1CC1
orbital gap: 6.84 eV

Geometry (Å):
C 2.95715 0.45774 -0.15978
C 1.54624 0.68681 0.01267
C -1.01517 -0.21829 0.62391
C -1.88879 -1.26678 -0.13016
C -1.82991 0.35001 -0.53353
H 3.34441 1.60624 -0.00223
H -1.03787 -0.10771 1.81002
H -1.29541 -2.07463 -0.54922
H -2.68774 -1.54283 0.44100
H -2.44603 1.05953 -0.38206
H -1.27481 0.41073 -1.53675
S 4.12297 -0.73637 -0.01774
S 0.87366 2.24206 0.16828
S 0.63130 -0.86654 0.25560


(b)
The following is a quantum chemistry calculation of the molecule C5H6S3, from the Open Molecules 2025 dataset.

## Properties
SMILES: CSSc1cccs1
orbital gap: 9.16 eV

Geometry (Å):
C 2.83716 1.04763 -0.42521
C -0.42554 -0.22678 0.87515
C -1.07751 -1.31001 0.35468
C -2.36314 -1.00760 -0.25023
C -2.65988 0.23188 -0.10224
H 3.38601 1.19659 -1.37075
H 3.18628 1.51023 0.27346
H 1.95852 1.71064 -0.81798
H -0.59018 -2.44167 0.17455
H -2.74509 -1.98399 -0.66035
H -3.58994 0.98004 -0.49796
S 2.38770 -0.61167 0.05117
S 1.09363 -0.24433 1.65639
S -1.39800 1.14905 0.73935


The structure with the most favorable energy is (b); the runner-up is 196.6 kJ/mol above it.


(a)
The following is a quantum chemistry calculation of the molecule C5H5BrOS, from the Open Molecules 2025 dataset.

## Properties
orbital gap (spin up / spin down): 8.06 / 8.06 eV

Geometry (Å):
C -1.31087 0.02778 0.17410
C -0.33428 0.83866 0.16791
C 0.52337 1.91090 0.49284
C -1.22609 -1.44672 -0.11632
C 1.27274 -0.51649 -0.55421
O 0.90954 2.76241 -0.26671
S 0.53531 -1.85583 0.21359
Br 3.03148 -0.08463 0.00955
H -2.31471 0.35484 0.45373
H 1.02261 1.60503 1.43322
H -1.72402 -1.96753 0.73618
H -1.48198 -1.60438 -1.20363
H 1.09691 -0.02405 -1.54023


(b)
The following is a quantum chemistry calculation of the molecule C5H5BrOS, from the Open Molecules 2025 dataset.

## Properties
SMILES: O[C@H](Br)c1cccs1
orbital gap: 9.62 eV

Geometry (Å):
C 1.59509 1.06535 -0.54315
C 0.25346 0.74659 -0.47453
C 2.37264 0.32909 0.32012
C 0.00249 -0.11298 0.53087
C -1.58227 -0.82399 0.49438
O -1.72555 -1.30964 -0.90109
S 1.40242 -0.68033 1.34025
Br -2.86262 0.62762 0.74517
H 1.99137 1.89067 -1.10152
H -0.39066 1.19789 -1.16709
H 3.37075 0.25286 0.46571
H -1.70257 -1.71048 1.23584
H -2.72456 -1.47265 -0.94495


The structure with the most favorable energy is (b); the runner-up is 234.6 kJ/mol above it.


(a)
The following is a quantum chemistry calculation of a 4-piece molecular cluster, CH10O3S2 overall, from the Open Molecules 2025 dataset.

## Properties
SMILES: CSS.O.O.O
orbital gap: 9.37 eV

Geometry (Å):
C 2.04239 -0.35788 1.02773
S 1.47239 -2.12074 0.83431
S 0.69848 -2.35283 -0.91691
H 2.79757 -0.02673 0.30292
H 2.56318 -0.35877 1.97968
H 1.19388 0.27696 0.81876
H 1.70460 -2.52468 -1.79983
H 0.23441 1.34683 -0.06857
H 0.23656 2.81893 -0.20901
O 0.62162 2.03583 -0.63283
H -1.43935 0.77655 -1.95877
H -2.82539 0.14385 -1.56481
O -2.08787 0.63565 -1.24776
H -1.85858 -0.43402 0.67734
H -2.86356 0.52561 1.36410
O -2.49033 -0.38455 1.39364


(b)
The following is a quantum chemistry calculation of a 5-piece molecular cluster, CH10O3S2 overall, from the Open Molecules 2025 dataset.

## Properties
orbital gap: 6.68 eV

Geometry (Å):
C 1.72613 -0.61854 -1.69226
S 1.50014 0.87134 -0.67333
S 1.39670 0.10493 1.21844
H 1.16430 -1.39463 -1.16699
H 1.37478 -0.39462 -2.69681
H 2.77298 -0.93485 -1.63905
H -0.03062 -1.43152 0.45592
H -0.87336 -0.23745 1.93670
H -1.71384 -0.14100 3.20822
O -1.75946 -0.00743 2.25666
H -2.89195 0.25513 0.70667
H -4.12277 -0.42452 0.07934
O -3.33743 0.08430 -0.13647
H -0.51877 -0.96458 -1.05943
H -1.85075 -0.44585 -1.31653
O -1.15232 -0.92266 -1.80719


The structure with the most favorable energy is (a); the runner-up is 241.6 kJ/mol above it.


(a)
The following is a quantum chemistry calculation of the molecule C21H31N3O4, from the Open Molecules 2025 dataset.

## Properties
SMILES: COc1ccc(NC(=O)[C@H]2CCCN(C(=O)NC3CCCCC3)C2)cc1OC
orbital gap: 8.28 eV

Geometry (Å):
C -5.24064 -0.32332 0.99074
O -4.44314 -1.22392 0.26697
C -3.10088 -1.23985 0.51711
C -2.45166 -0.44904 1.44930
C -1.07754 -0.52962 1.61649
C -0.33212 -1.40798 0.84526
C -0.97346 -2.22439 -0.08507
C -2.34402 -2.14709 -0.25658
O -3.05245 -2.89875 -1.14320
C -2.35562 -3.84320 -1.91820
H -3.10973 -4.32768 -2.53663
H -1.60908 -3.36682 -2.56176
H -1.86286 -4.59351 -1.29152
H -0.37924 -2.90223 -0.67111
N 1.05792 -1.42474 1.03866
C 2.00567 -1.96870 0.24204
O 1.76837 -2.67074 -0.72241
C 3.45989 -1.66950 0.66625
C 4.38681 -1.84677 -0.54808
C 4.68043 -0.49598 -1.21132
H 4.93852 -0.64689 -2.26008
H 5.53194 -0.01071 -0.73142
C 3.47387 0.43612 -1.13465
N 3.12640 0.70322 0.25241
C 1.98860 1.38272 0.61139
O 1.58053 1.37132 1.76642
N 1.37390 2.09480 -0.36500
H 1.68970 2.02735 -1.31664
C 0.08811 2.72650 -0.15158
C 0.13841 4.20932 -0.52131
C -1.21447 4.86225 -0.25236
C -2.31895 4.15624 -1.03386
C -2.35825 2.67232 -0.68068
C -1.00674 2.02194 -0.95632
H -1.03825 0.96434 -0.68783
H -0.77529 2.09752 -2.02258
H -2.59819 2.55623 0.37819
H -3.13414 2.16770 -1.25970
H -2.13435 4.26871 -2.10480
H -3.28294 4.61820 -0.81157
H -1.43344 4.80472 0.81584
H -1.17699 5.91742 -0.53069
H 0.91863 4.70385 0.05988
H 0.38997 4.30870 -1.58067
H -0.11923 2.62221 0.91788
C 3.65256 -0.25127 1.21013
H 4.71984 -0.06788 1.36999
H 3.14951 -0.07671 2.16260
H 3.71950 1.38050 -1.63526
H 2.62999 -0.03468 -1.66060
H 5.32453 -2.31584 -0.24960
H 3.88746 -2.50950 -1.25740
H 3.71087 -2.40107 1.44124
H 1.34875 -0.78107 1.76458
H -0.58348 0.11285 2.32894
H -3.00649 0.24568 2.05870
H -6.25612 -0.47225 0.62667
H -4.94148 0.71545 0.81175
H -5.21014 -0.52847 2.06644


(b)
The following is a quantum chemistry calculation of the molecule C21H31N3O4, from the Open Molecules 2025 dataset.

## Properties
SMILES: CCOC(=O)N1CCN(C(=O)[C@H](NC(=O)c2ccc(CC)cc2)C(C)C)CC1
orbital gap: 9.94 eV

Geometry (Å):
C 1.62654 4.71166 -4.08864
C 1.33359 3.93587 -5.36534
H 2.26642 3.70694 -5.89023
H 0.66324 4.49433 -6.02201
O 0.64418 2.71709 -5.09212
C 1.41703 1.67785 -4.70771
O 2.62390 1.71094 -4.64692
N 0.67682 0.57215 -4.44442
C 1.32773 -0.57852 -3.86057
H 0.89825 -1.48485 -4.29316
C 1.14984 -0.53364 -2.33717
N -0.20482 -0.10800 -2.02526
C -0.60753 0.43959 -0.86154
O -1.75863 0.80155 -0.67761
C 0.40855 0.55472 0.28007
N -0.16506 -0.13275 1.41930
C 0.07688 -1.45654 1.60942
O 0.87814 -2.07480 0.92927
C -0.67466 -2.08209 2.73067
C -0.88270 -3.45771 2.69149
C -1.57263 -4.09270 3.70477
C -2.06228 -3.37302 4.78810
C -1.83274 -2.00271 4.83534
C -1.15084 -1.35916 3.82069
H -0.96938 -0.29672 3.89572
H -2.19523 -1.43320 5.67959
C -2.77162 -4.06677 5.91445
C -1.77289 -4.48187 6.99710
H -1.02631 -5.15623 6.58389
H -1.26093 -3.60856 7.39489
H -2.28467 -4.98679 7.81303
H -3.28432 -4.95430 5.53868
H -3.51749 -3.39892 6.35034
H -1.73452 -5.16013 3.65748
H -0.49375 -4.01286 1.85112
H -1.01905 0.26690 1.77832
H 1.34413 0.03906 0.06304
C 0.66052 2.03535 0.60631
C 1.20185 2.76671 -0.62044
H 1.34315 3.82095 -0.39337
H 2.16275 2.35461 -0.92318
H 0.50864 2.68868 -1.45512
C 1.62760 2.16320 1.77918
H 1.25440 1.62641 2.64748
H 1.75966 3.20867 2.04712
H 2.59828 1.74965 1.51412
H -0.30372 2.47897 0.87901
C -1.16660 -0.26937 -3.09583
H -2.14073 0.03808 -2.71196
C -0.76549 0.60314 -4.29213
H -1.24936 0.23560 -5.20474
H -1.07627 1.63672 -4.13059
H -1.21558 -1.32507 -3.37923
H 1.86042 0.19460 -1.94307
H 1.35714 -1.51302 -1.88981
H 2.38808 -0.53189 -4.11086
H 2.30833 4.14379 -3.46052
H 0.70662 4.89530 -3.53816
H 2.08712 5.66310 -4.33827


The structure with the most favorable energy is (b); the runner-up is 75.9 kJ/mol above it.